Entry 1:
{
  "formula": "C10H14O",
  "method": "wB97M-V/def2-TZVPD",
  "fmax_ev_per_a": 4.267,
  "homo_energy_ev": -9.3,
  "lumo_energy_ha": 0.0332,
  "orbital_gap_ha": 0.375,
  "relative_energy_kcal_mol": 28.6,
  "spin_multiplicity": 1,
  "smiles": "C=CC[C@H]1C(=O)[C@@H]2CC[C@H]1C2",
  "species": ["O", "C", "C", "C", "C", "C", "C", "C", "C", "C", "C", "H", "H", "H", "H", "H", "H", "H", "H", "H", "H", "H", "H", "H", "H"],
  "positions_angstrom": [[1.446, -1.323, -1.391], [0.403, -0.762, -0.968], [2.988, -0.178, 2.641], [2.252, -0.629, 1.559], [-1.374, 1.606, -1.011], [-1.127, 0.658, -2.246], [-1.848, -0.653, -0.409], [0.743, -0.476, 1.516], [-1.137, 0.591, 0.135], [-0.965, -0.749, -1.631], [0.331, 0.151, 0.215], [2.423, 0.255, 3.464], [4.061, -0.327, 2.698], [2.812, -1.188, 0.804], [-0.707, 2.470, -0.983], [-2.369, 1.924, -0.987], [-1.996, 0.694, -2.936], [-0.194, 0.996, -2.743], [-2.925, -0.533, -0.739], [-1.799, -1.507, 0.263], [0.324, -1.474, 1.566], [0.350, 0.087, 2.411], [-1.541, 0.972, 1.060], [-1.122, -1.599, -2.321], [0.973, 0.994, 0.036]]
}

Entry 2:
{
  "formula": "C10H14O2PPtS4",
  "method": "wB97M-V/def2-TZVPD",
  "fmax_ev_per_a": 0.692,
  "homo_energy_ev": [-7.4, -8.1],
  "lumo_energy_ha": [0.0248, -0.0944],
  "orbital_gap_ha": [0.296, 0.204],
  "spin_multiplicity": 6,
  "species": ["Pt", "C", "C", "O", "P", "S", "S", "O", "C", "C", "H", "H", "H", "H", "H", "H", "H", "H", "H", "H", "S", "C", "C", "C", "C", "C", "C", "S", "H", "H", "H", "H"],
  "positions_angstrom": [[-0.407, -0.516, 0.173], [2.353, 0.398, -4.171], [2.272, 1.856, -3.783], [2.255, 2.084, -2.357], [1.161, 1.379, -1.401], [-1.587, 0.591, -1.389], [1.869, -0.364, -0.629], [1.163, 2.413, -0.171], [0.538, 3.697, -0.369], [0.330, 4.321, 0.989], [2.385, 0.325, -5.260], [1.487, -0.169, -3.828], [3.250, -0.071, -3.767], [1.391, 2.337, -4.214], [3.154, 2.394, -4.127], [-0.413, 3.551, -0.889], [1.190, 4.305, -1.000], [-0.328, 3.702, 1.597], [-0.121, 5.308, 0.882], [1.281, 4.431, 1.509], [-1.570, -0.501, 2.209], [-1.728, -2.186, 2.476], [-2.040, -2.642, 3.781], [-2.262, -3.965, 4.029], [-2.175, -4.917, 2.986], [-1.861, -4.517, 1.723], [-1.617, -3.148, 1.434], [-1.229, -2.696, -0.158], [-2.106, -1.914, 4.579], [-2.505, -4.289, 5.032], [-2.350, -5.964, 3.196], [-1.781, -5.236, 0.918]]
}

Entry 3:
{
  "formula": "C10H14O4",
  "method": "wB97M-V/def2-TZVPD",
  "fmax_ev_per_a": 0.710,
  "homo_energy_ev": -8.8,
  "lumo_energy_ha": 0.0249,
  "orbital_gap_ha": 0.347,
  "relative_energy_kcal_mol": 15.2,
  "spin_multiplicity": 1,
  "smiles": "COc1ccccc1OC[C@@H](O)CO",
  "species": ["C", "H", "O", "C", "C", "C", "C", "C", "C", "O", "C", "C", "O", "H", "C", "O", "H", "H", "H", "H", "H", "H", "H", "H", "H", "H", "H", "H"],
  "positions_angstrom": [[1.128, 2.288, 1.248], [1.658, 3.062, 0.681], [1.822, 1.057, 1.178], [1.885, 0.470, -0.066], [3.121, 0.302, -0.667], [3.235, -0.343, -1.887], [2.102, -0.814, -2.519], [0.856, -0.662, -1.931], [0.734, -0.030, -0.703], [-0.446, 0.141, -0.029], [-1.602, -0.522, -0.485], [-2.714, -0.313, 0.559], [-3.909, -0.905, 0.115], [-3.810, -1.864, 0.128], [-2.293, -0.848, 1.943], [-1.391, -0.017, 2.612], [-0.612, 0.111, 2.054], [-3.183, -0.903, 2.576], [-1.883, -1.866, 1.827], [-2.925, 0.757, 0.648], [-1.405, -1.599, -0.602], [-1.936, -0.119, -1.450], [-0.017, -1.044, -2.436], [2.176, -1.311, -3.475], [4.206, -0.470, -2.341], [3.992, 0.677, -0.152], [0.105, 2.206, 0.873], [1.107, 2.557, 2.302]]
}

Entry 4:
{
  "formula": "C10H14O4",
  "method": "wB97M-V/def2-TZVPD",
  "fmax_ev_per_a": 0.640,
  "homo_energy_ev": -8.3,
  "lumo_energy_ha": 0.0297,
  "orbital_gap_ha": 0.334,
  "relative_energy_kcal_mol": 10.1,
  "spin_multiplicity": 1,
  "smiles": "COc1ccccc1OC[C@@H](O)CO",
  "species": ["C", "H", "O", "C", "C", "C", "C", "C", "C", "O", "C", "H", "C", "O", "H", "H", "C", "O", "H", "H", "H", "H", "H", "H", "H", "H", "H", "H"],
  "positions_angstrom": [[0.277, 1.046, -3.675], [1.287, 1.366, -3.952], [0.172, 0.800, -2.295], [0.969, -0.166, -1.750], [1.865, -0.955, -2.448], [2.617, -1.918, -1.787], [2.475, -2.097, -0.429], [1.581, -1.312, 0.288], [0.829, -0.347, -0.357], [-0.069, 0.485, 0.246], [-0.362, 0.299, 1.614], [-0.726, -0.721, 1.798], [-1.472, 1.303, 1.951], [-2.542, 1.166, 1.044], [-2.155, 1.111, 0.160], [-1.061, 2.323, 1.897], [-2.035, 1.047, 3.355], [-2.626, -0.221, 3.439], [-3.234, -0.287, 2.690], [-2.769, 1.832, 3.584], [-1.235, 1.077, 4.097], [0.517, 0.490, 2.240], [1.480, -1.460, 1.351], [3.055, -2.845, 0.089], [3.310, -2.525, -2.349], [1.988, -0.833, -3.513], [0.001, 0.165, -4.264], [-0.424, 1.852, -3.884]]
}

Entry 5:
{
  "formula": "C10H14O8Tl",
  "method": "wB97M-V/def2-TZVPD",
  "fmax_ev_per_a": 6.613,
  "homo_energy_ev": -12.8,
  "total_charge": 1,
  "lumo_energy_ha": -0.2949,
  "orbital_gap_ha": 0.177,
  "relative_energy_kcal_mol": 23.2,
  "spin_multiplicity": 1,
  "species": ["Tl", "C", "C", "C", "O", "C", "C", "C", "O", "O", "O", "H", "H", "C", "C", "O", "O", "H", "H", "H", "H", "H", "H", "C", "C", "O", "O", "H", "H", "H", "H", "H", "H"],
  "positions_angstrom": [[2.916, 0.685, -0.667], [-1.116, -0.276, -3.728], [-0.138, -0.165, -2.641], [-0.508, -0.529, -1.130], [0.408, -0.518, -0.294], [-1.887, -1.063, -0.981], [-2.756, -1.190, -2.056], [-2.400, -0.767, -3.405], [-3.141, -1.021, -4.448], [-3.890, -1.768, -1.782], [0.997, 0.203, -2.810], [-0.878, 0.149, -4.692], [-2.273, -1.255, 0.009], [0.607, 3.034, 1.371], [-0.164, 2.910, 0.082], [0.848, 2.933, -0.972], [1.516, 1.964, 1.636], [-0.108, 3.172, 2.181], [1.224, 3.932, 1.316], [-0.811, 3.765, -0.115], [-0.686, 1.955, 0.143], [0.604, 3.642, -1.572], [1.777, 2.054, 2.556], [1.236, -1.433, 2.261], [0.617, -2.808, 1.996], [-0.250, -3.319, 2.965], [2.447, -1.305, 1.496], [1.497, -1.461, 3.319], [0.493, -0.656, 2.079], [1.447, -3.503, 1.875], [0.180, -2.828, 0.997], [-0.920, -2.652, 3.131], [3.113, -1.880, 1.881]]
}

Entry 6:
{
  "formula": "C10H15B",
  "method": "wB97M-V/def2-TZVPD",
  "fmax_ev_per_a": 7.084,
  "homo_energy_ev": [-5.8, -9.7],
  "lumo_energy_ha": [0.0279, -0.0675],
  "orbital_gap_ha": [0.241, 0.287],
  "relative_energy_kcal_mol": 0.0,
  "spin_multiplicity": 3,
  "species": ["B", "C", "C", "C", "C", "C", "C", "C", "C", "C", "C", "H", "H", "H", "H", "H", "H", "H", "H", "H", "H", "H", "H", "H", "H", "H"],
  "positions_angstrom": [[1.966, -0.538, -0.184], [0.807, -1.674, -0.324], [1.206, 0.870, -0.281], [-0.337, -1.043, -0.078], [-0.073, 0.480, -0.114], [-1.711, -1.680, -0.002], [-1.220, 1.358, 0.100], [-2.796, -0.579, 0.134], [-2.447, 0.773, -0.632], [3.386, -1.120, 0.264], [1.699, 2.264, -0.173], [1.012, -2.758, -0.211], [-1.741, -2.412, -0.791], [-1.859, -2.240, 0.977], [-1.453, 1.343, 1.150], [-0.986, 2.341, -0.248], [-3.763, -0.990, -0.082], [-2.814, -0.589, 1.230], [-3.335, 1.449, -0.592], [-2.349, 0.503, -1.670], [3.554, -2.131, 0.078], [3.372, -0.961, 1.353], [4.305, -0.633, 0.086], [1.045, 3.035, -0.597], [2.773, 2.420, -0.414], [1.761, 2.511, 1.021]]
}

Entry 7:
{
  "formula": "C10H15B2F8N5Ni",
  "method": "wB97M-V/def2-TZVPD",
  "fmax_ev_per_a": 6.543,
  "homo_energy_ev": [-11.4, -11.4],
  "lumo_energy_ha": [0.0027, -0.0767],
  "orbital_gap_ha": [0.422, 0.343],
  "spin_multiplicity": 3,
  "species": ["Ni", "B", "F", "F", "F", "F", "B", "F", "F", "F", "F", "C", "C", "N", "H", "H", "H", "C", "C", "N", "H", "H", "H", "C", "C", "N", "H", "H", "H", "C", "C", "N", "H", "H", "H", "C", "C", "N", "H", "H", "H"],
  "positions_angstrom": [[11.038, -17.723, -17.962], [11.802, -20.182, -18.028], [12.363, -20.729, -16.929], [12.460, -19.055, -18.341], [11.682, -21.049, -19.100], [10.507, -19.706, -17.790], [12.091, -15.421, -18.259], [12.037, -14.382, -19.235], [12.858, -15.192, -17.208], [10.819, -15.751, -17.801], [12.558, -16.577, -18.801], [9.777, -13.319, -16.010], [10.083, -14.146, -14.882], [10.287, -14.820, -13.913], [9.507, -14.020, -16.799], [10.644, -12.711, -16.269], [8.984, -12.631, -15.718], [10.384, -12.421, -21.315], [9.826, -13.679, -21.851], [9.372, -14.671, -22.275], [10.849, -11.761, -22.047], [10.991, -12.565, -20.420], [9.481, -11.900, -20.996], [11.085, -17.703, -22.638], [10.715, -17.805, -21.217], [10.449, -17.875, -20.119], [12.172, -17.679, -22.711], [10.724, -16.789, -23.108], [10.561, -18.565, -23.052], [13.849, -15.549, -21.318], [13.928, -15.070, -22.765], [13.986, -14.754, -23.885], [13.814, -14.721, -20.610], [14.716, -16.133, -21.009], [12.926, -16.114, -21.188], [6.834, -19.145, -16.726], [8.022, -18.320, -17.095], [8.876, -17.599, -17.445], [6.984, -19.930, -15.985], [6.554, -19.742, -17.594], [5.961, -18.572, -16.414]]
}

Entry 8:
{
  "formula": "C10H15BO2",
  "method": "wB97M-V/def2-TZVPD",
  "fmax_ev_per_a": 4.374,
  "homo_energy_ev": -8.5,
  "lumo_energy_ha": 0.0117,
  "orbital_gap_ha": 0.322,
  "relative_energy_kcal_mol": 21.8,
  "spin_multiplicity": 1,
  "smiles": "CB(O)[C@@](C)(O)Cc1ccccc1",
  "species": ["B", "C", "C", "C", "C", "C", "C", "C", "C", "C", "C", "O", "O", "H", "H", "H", "H", "H", "H", "H", "H", "H", "H", "H", "H", "H", "H", "H"],
  "positions_angstrom": [[1.189, -1.273, 1.625], [-0.666, 2.891, -3.205], [-1.690, 2.142, -2.570], [0.608, 2.456, -3.024], [-1.446, 0.993, -1.848], [0.920, 1.351, -2.208], [-0.124, 0.689, -1.552], [0.391, -2.594, 1.898], [-1.067, 0.092, 1.768], [0.200, -0.551, -0.727], [0.297, -0.092, 1.086], [2.545, -1.165, 1.723], [0.905, 1.189, 1.044], [-0.740, 3.851, -3.583], [-2.726, 2.324, -2.874], [1.465, 3.003, -3.457], [-2.288, 0.592, -1.302], [1.981, 1.092, -2.143], [0.779, -3.581, 1.483], [-0.646, -2.675, 1.436], [0.387, -2.708, 2.982], [-1.746, 0.607, 1.048], [-1.378, -0.982, 1.841], [-0.839, 0.383, 2.802], [-0.604, -1.303, -0.842], [1.125, -0.867, -1.061], [3.129, -1.925, 1.936], [1.905, 1.112, 1.208]]
}

Entry 9:
{
  "formula": "C10H15BrO",
  "method": "wB97M-V/def2-TZVPD",
  "fmax_ev_per_a": 5.587,
  "homo_energy_ev": -8.4,
  "lumo_energy_ha": 0.0052,
  "orbital_gap_ha": 0.314,
  "relative_energy_kcal_mol": 37.9,
  "spin_multiplicity": 1,
  "smiles": "CO[C@@]1(C(C)C)C=CC=C[C@H]1Br",
  "species": ["C", "C", "C", "C", "C", "C", "C", "C", "C", "C", "O", "Br", "H", "H", "H", "H", "H", "H", "H", "H", "H", "H", "H", "H", "H", "H", "H"],
  "positions_angstrom": [[-1.423, -2.435, 0.091], [-1.069, -1.836, 1.366], [-1.728, -1.660, -0.938], [-0.854, -0.503, 1.544], [-1.795, -0.204, -0.824], [-0.673, 0.422, 0.303], [1.758, 0.601, 0.806], [1.185, -1.082, -0.886], [-1.199, 2.656, -0.251], [0.810, 0.237, -0.322], [-1.012, 1.684, 0.730], [-3.562, 0.116, 0.153], [-1.777, -3.418, 0.140], [-1.278, -2.407, 2.235], [-1.963, -2.181, -1.844], [-0.560, 0.017, 2.401], [-1.794, 0.470, -1.577], [1.443, 1.407, 1.396], [2.901, 0.715, 0.446], [1.852, -0.183, 1.508], [0.983, -1.805, -0.135], [2.221, -1.223, -1.065], [0.753, -1.120, -1.946], [-0.210, 2.888, -0.959], [-1.438, 3.587, 0.196], [-1.896, 2.368, -1.067], [0.744, 1.120, -1.007]]
}